Record 1
The following is a quantum chemistry calculation of a molecular structure, C36H65BaN2O7P2S2Si, from the OMol25 dataset.

* charge: -1

Each line ends with the Mulliken charge.
Element x y z (Å)
1 Ba 0.270 -0.463 -0.056  -2.705
2 C 6.161 4.766 0.926  -1.608
3 C 5.311 3.639 1.449  1.007
4 C 4.276 3.111 0.687  -0.335
5 C 3.489 2.079 1.176  -0.444
6 C 3.744 1.554 2.432  -0.295
7 C 4.768 2.074 3.213  -1.191
8 C 5.543 3.110 2.719  -0.719
9 S 2.793 0.172 3.023  1.400
10 O 2.883 0.212 4.471  -0.825
11 O 3.339 -1.013 2.387  -0.657
12 N 1.336 0.364 2.456  1.138
13 C 0.513 1.398 2.844  -0.459
14 C 0.764 2.341 3.860  -0.947
15 C -0.192 3.299 4.120  -0.577
16 C -1.379 3.318 3.394  -1.042
17 C -1.541 2.355 2.415  -0.268
18 N -0.630 1.429 2.139  1.336
19 H 5.883 5.025 -0.095  0.123
20 H 7.219 4.495 0.933  0.373
21 H 6.049 5.659 1.544  0.388
22 H 4.070 3.491 -0.304  0.294
23 H 2.682 1.694 0.564  0.903
24 H 4.939 1.663 4.199  0.501
25 H 6.343 3.516 3.329  0.362
26 H 1.678 2.289 4.432  0.498
27 H -0.015 4.032 4.898  0.405
28 H -2.150 4.053 3.578  0.426
29 H -2.445 2.309 1.820  0.144
30 C 2.906 -1.634 -2.793  -1.037
31 C 3.467 -0.344 -2.204  1.540
32 C 4.224 -0.627 -0.914  -1.187
33 C 4.395 0.326 -3.211  -1.439
34 O 2.349 0.497 -1.849  0.780
35 Si 1.682 1.836 -2.616  0.120
36 S 0.013 2.360 -1.568  -0.784
37 O 2.925 2.935 -2.623  0.611
38 C 3.100 4.086 -3.447  1.971
39 C 1.770 4.781 -3.721  -1.645
40 C 3.768 3.667 -4.755  -1.495
41 C 4.021 5.028 -2.678  -1.839
42 O 1.509 1.468 -4.222  0.443
43 C 0.405 1.021 -5.013  2.358
44 C -0.402 -0.052 -4.297  -1.213
45 C 1.027 0.455 -6.285  -1.951
46 C -0.481 2.218 -5.338  -2.024
47 H 3.710 -2.354 -2.965  0.498
48 H 2.416 -1.429 -3.747  -0.023
49 H 2.167 -2.086 -2.125  -0.222
50 H 5.039 -1.332 -1.093  0.548
51 H 3.568 -1.053 -0.152  -0.112
52 H 4.645 0.295 -0.511  0.192
53 H 5.214 -0.355 -3.454  0.572
54 H 4.810 1.245 -2.797  0.081
55 H 3.859 0.571 -4.129  0.126
56 H 1.102 4.137 -4.295  0.125
57 H 1.941 5.698 -4.291  0.494
58 H 1.270 5.025 -2.784  0.320
59 H 3.136 2.961 -5.291  0.005
60 H 4.725 3.184 -4.546  0.324
61 H 3.948 4.541 -5.387  0.486
62 H 3.534 5.360 -1.760  0.403
63 H 4.264 5.906 -3.279  0.550
64 H 4.949 4.512 -2.419  0.247
65 H 0.238 -0.880 -3.987  -0.146
66 H -1.176 -0.450 -4.957  0.686
67 H -0.884 0.354 -3.410  -0.021
68 H 1.664 -0.398 -6.043  0.348
69 H 1.639 1.215 -6.775  0.375
70 H 0.250 0.126 -6.979  0.402
71 H -0.860 2.655 -4.412  0.265
72 H -1.327 1.906 -5.955  0.499
73 H 0.087 2.976 -5.884  0.402
74 C -1.895 -4.008 2.641  -1.579
75 P -0.914 -2.457 2.507  1.349
76 C -1.758 -1.435 3.774  -1.264
77 C 0.606 -2.906 3.440  -0.369
78 C 1.606 -3.778 2.672  -1.515
79 P 1.866 -3.305 0.889  2.008
80 C 1.079 -4.740 0.050  -1.378
81 C 3.628 -3.781 0.703  -1.431
82 H -2.000 -4.322 3.683  0.404
83 H -1.414 -4.808 2.076  0.348
84 H -2.887 -3.850 2.215  0.397
85 H -1.920 -1.995 4.699  0.499
86 H -2.712 -1.082 3.383  0.283
87 H -1.143 -0.558 3.981  0.176
88 H 0.334 -3.379 4.391  0.646
89 H 1.078 -1.951 3.677  -0.136
90 H 1.313 -4.832 2.708  0.525
91 H 2.581 -3.694 3.156  0.543
92 H 1.433 -5.694 0.450  0.511
93 H 1.290 -4.684 -1.019  0.372
94 H -0.004 -4.671 0.159  0.073
95 H 3.818 -4.788 1.083  0.482
96 H 4.234 -3.058 1.250  0.307
97 H 3.906 -3.739 -0.352  0.312
98 C -4.747 -0.984 -0.674  -0.654
99 C -4.689 0.522 -0.952  -0.821
100 C -3.257 0.853 -0.568  0.381
101 O -2.993 0.041 0.581  -0.123
102 C -3.749 -1.169 0.477  -0.119
103 H -4.406 -1.541 -1.545  0.129
104 H -5.749 -1.321 -0.406  0.409
105 H -5.391 1.065 -0.315  0.321
106 H -4.904 0.765 -1.993  0.350
107 H -3.099 1.893 -0.282  0.431
108 H -2.572 0.604 -1.380  -0.414
109 H -4.248 -1.328 1.439  0.606
110 H -3.075 -2.004 0.279  -0.334
111 C -1.128 -3.585 -2.785  -1.631
112 C -0.804 -2.425 -1.838  0.808
113 O -1.732 -1.597 -1.724  -0.805
114 H -0.318 -3.706 -3.512  0.344
115 H -2.085 -3.440 -3.300  0.309
116 H -1.161 -4.511 -2.200  0.389

***

Record 2
The following is a quantum chemistry calculation of a molecular structure, C36H65BaN2O7P2S2Si, from the OMol25 dataset.

* charge: -1

Each line ends with the Mulliken charge.
Element x y z (Å)
1 Ba 0.951 -0.988 -0.552  1.881
2 C -4.958 -3.756 4.329  -1.532
3 C -3.627 -3.345 3.757  0.862
4 C -2.473 -4.074 4.036  -0.937
5 C -1.259 -3.715 3.472  -0.383
6 C -1.199 -2.625 2.621  -0.749
7 C -2.328 -1.868 2.356  -0.514
8 C -3.536 -2.232 2.926  -1.143
9 S 0.344 -2.174 1.862  2.128
10 O 1.405 -2.513 2.782  -0.913
11 O 0.214 -0.770 1.543  -1.595
12 N 0.393 -2.968 0.512  -0.662
13 C 1.517 -3.662 0.164  0.483
14 C 2.110 -4.664 0.958  -0.299
15 C 3.248 -5.287 0.505  -0.568
16 C 3.796 -4.919 -0.725  -0.877
17 C 3.137 -3.953 -1.456  -0.463
18 N 2.025 -3.348 -1.033  0.090
19 H -4.831 -4.371 5.220  0.384
20 H -5.521 -4.341 3.598  0.272
21 H -5.557 -2.881 4.581  0.373
22 H -2.528 -4.926 4.703  0.364
23 H -0.351 -4.261 3.699  0.447
24 H -2.238 -1.006 1.707  1.160
25 H -4.422 -1.637 2.733  0.408
26 H 1.661 -4.925 1.905  0.439
27 H 3.711 -6.071 1.092  0.421
28 H 4.705 -5.371 -1.094  0.404
29 H 3.495 -3.613 -2.423  0.399
30 C 3.782 -0.109 1.881  -1.456
31 C 3.139 1.259 2.111  1.637
32 C 2.782 1.402 3.592  -1.671
33 C 4.124 2.358 1.707  -1.187
34 O 2.013 1.350 1.236  1.540
35 Si 0.601 2.208 1.347  -1.590
36 S -0.606 1.835 -0.281  -0.437
37 O -0.058 1.850 2.811  0.824
38 C -1.125 2.403 3.566  1.685
39 C -2.287 2.903 2.706  -1.152
40 C -0.573 3.565 4.403  -1.547
41 C -1.617 1.284 4.484  -1.531
42 O 1.043 3.812 1.536  -0.034
43 C 1.244 4.888 0.614  1.838
44 C 2.026 5.946 1.395  -1.818
45 C -0.103 5.472 0.176  -1.695
46 C 2.060 4.461 -0.609  -1.131
47 H 4.729 -0.176 2.417  0.443
48 H 3.964 -0.256 0.812  0.123
49 H 3.124 -0.895 2.246  0.262
50 H 3.677 1.250 4.198  0.555
51 H 2.040 0.653 3.863  0.153
52 H 2.369 2.391 3.795  0.162
53 H 5.016 2.340 2.336  0.493
54 H 3.636 3.329 1.806  -0.057
55 H 4.424 2.218 0.666  0.112
56 H -1.988 3.787 2.142  0.143
57 H -3.140 3.155 3.341  0.496
58 H -2.576 2.140 1.985  0.029
59 H -0.050 4.253 3.739  0.019
60 H 0.135 3.191 5.147  0.310
61 H -1.381 4.095 4.913  0.446
62 H -1.980 0.455 3.879  0.122
63 H -2.420 1.636 5.135  0.423
64 H -0.790 0.920 5.096  0.260
65 H 1.480 6.216 2.301  0.312
66 H 2.173 6.842 0.788  0.382
67 H 3.002 5.551 1.682  0.365
68 H -0.666 5.800 1.054  0.289
69 H -0.665 4.698 -0.344  0.193
70 H 0.042 6.326 -0.490  0.510
71 H 3.017 4.037 -0.297  0.196
72 H 2.243 5.323 -1.255  0.627
73 H 1.512 3.701 -1.164  -0.155
74 C -0.476 2.768 -3.689  -1.289
75 P 0.077 1.041 -4.025  1.095
76 C 1.275 1.386 -5.395  -1.532
77 C -1.368 0.492 -5.053  -1.304
78 C -1.163 -0.937 -5.574  -1.201
79 P -0.875 -2.149 -4.176  1.009
80 C 0.919 -2.514 -4.385  -0.905
81 C -1.518 -3.676 -5.025  -1.621
82 H -0.973 3.213 -4.555  0.526
83 H 0.393 3.369 -3.416  0.306
84 H -1.143 2.749 -2.827  0.203
85 H 0.782 1.817 -6.270  0.434
86 H 1.788 0.465 -5.677  0.362
87 H 2.029 2.080 -5.023  0.427
88 H -1.538 1.191 -5.879  0.628
89 H -2.240 0.527 -4.391  0.370
90 H -0.301 -0.972 -6.247  0.380
91 H -2.041 -1.260 -6.140  0.507
92 H 1.153 -2.785 -5.416  0.398
93 H 1.176 -3.343 -3.721  0.186
94 H 1.517 -1.658 -4.064  -0.113
95 H -1.090 -3.783 -6.024  0.474
96 H -2.607 -3.645 -5.105  0.381
97 H -1.244 -4.548 -4.427  0.380
98 C -4.592 -1.113 -0.916  -0.538
99 C -4.527 -2.639 -1.111  -0.642
100 C -3.016 -2.954 -1.008  -0.428
101 O -2.380 -1.744 -0.640  0.684
102 C -3.152 -0.689 -1.198  0.606
103 H -4.849 -0.871 0.116  0.159
104 H -5.309 -0.628 -1.579  0.395
105 H -4.910 -2.930 -2.090  0.325
106 H -5.099 -3.171 -0.351  0.302
107 H -2.629 -3.300 -1.973  -0.127
108 H -2.782 -3.699 -0.246  0.318
109 H -2.973 -0.628 -2.279  -0.549
110 H -2.836 0.244 -0.733  -0.044
111 C 3.551 1.233 -2.551  -0.898
112 C 3.032 -0.221 -2.389  0.356
113 O 3.628 -1.050 -3.099  -0.711
114 H 4.079 1.365 -3.506  0.337
115 H 4.254 1.422 -1.732  0.323
116 H 2.724 1.944 -2.453  -0.338

***

ΔE to the lowest compared entry with this formula, charge and spin across the listed records, respectively: 3.8, 86.9 kcal/mol.
Gap between HOMO and LUMO across the listed records, respectively: 6.15, 4.85 eV.